Record 1
{
  "formula": "C5H11PS",
  "method": "the ωB97M-V functional and the def2-TZVPD basis",
  "elements": ["C", "P", "C", "C", "C", "C", "H", "H", "H", "H", "H", "H", "H", "H", "H", "S", "H", "H"],
  "xyz": [[-2.1718, 1.2999, 0.5435], [-1.3990, -0.1661, -0.5478], [-0.1613, -0.7586, 0.6133], [0.7661, 0.1591, 0.8296], [1.0612, 1.1133, -0.2350], [0.0050, 0.7556, -1.3456], [-2.3548, 0.8688, 1.5051], [-3.0910, 1.5116, 0.1103], [-1.5087, 2.2081, 0.4367], [-0.3205, -1.3829, 1.4820], [1.5061, -0.1304, 1.5666], [0.9717, 2.1219, 0.1484], [2.0994, 0.8761, -0.6042], [-0.3180, 1.5915, -1.8634], [0.4633, -0.0639, -1.9069], [1.8888, -3.3016, -0.7875], [0.4087, -3.4002, -0.5077], [2.1548, -3.3020, 0.5626]],
  "atomic_forces_ev_per_a": [[2.513, -0.922, -1.515], [-0.782, 1.274, 0.093], [-1.084, 0.771, 1.968], [1.789, -1.972, 0.051], [-0.035, -0.344, -1.109], [0.973, -1.535, 1.922], [0.282, 0.258, 0.827], [-1.790, 0.539, -0.829], [-0.630, -1.098, 0.745], [-0.336, -0.793, -0.361], [0.168, 0.745, 0.469], [0.253, 0.457, -0.256], [-0.866, 0.750, 0.308], [-0.462, 1.372, -1.561], [-0.036, 0.540, -0.670], [-2.745, -0.291, 1.407], [2.931, 0.220, -0.602], [-0.143, 0.029, -0.886]],
  "nbo_charge": [-0.873, 0.724, -0.547, -0.132, -0.463, -0.682, 0.223, 0.211, 0.216, 0.219, 0.200, 0.219, 0.228, 0.222, 0.231, -0.323, 0.178, 0.149],
  "multiplicity": 1,
  "relative_energy_kcal_mol": 48.0,
  "e_lumo_ev": 0.703,
  "homo_lumo_gap_ev": 9.211,
  "e_homo_ha": -0.3127,
  "charge": 0
}

---

Record 2
{
  "formula": "C11H14NOS",
  "method": "the ωB97M-V functional and the def2-TZVPD basis",
  "elements": ["C", "C", "C", "C", "C", "C", "C", "C", "C", "C", "C", "N", "O", "S", "H", "H", "H", "H", "H", "H", "H", "H", "H", "H", "H", "H", "H", "H"],
  "xyz": [[1.2780, -2.8206, -0.7583], [1.4187, -2.3074, 0.5206], [0.7990, -2.0799, -1.7644], [1.1214, -0.9912, 0.8207], [0.3727, -0.6202, -1.6309], [0.6981, 0.0453, -0.3459], [-0.3296, -0.0578, -2.5830], [1.7321, 1.2641, -0.4863], [-2.8767, 0.2800, 0.9679], [-2.4227, 1.4142, 1.9034], [-0.6756, 0.4548, 0.4261], [1.5564, 1.9743, 0.6729], [-1.7674, -0.1097, 0.1635], [-0.6089, 1.6500, 1.5960], [1.6092, -3.8728, -0.8729], [1.7372, -2.9208, 1.4312], [0.8999, -2.4517, -2.7567], [1.0409, -0.5606, 1.8205], [-0.3610, -0.3754, -3.5757], [-0.7240, 0.8747, -2.2510], [2.7742, 0.9831, -0.6359], [1.4136, 1.7960, -1.4235], [-3.2145, -0.6277, 1.6616], [-3.7450, 0.6952, 0.4297], [-2.6569, 2.4016, 1.5606], [-2.6250, 1.1787, 2.9984], [1.3449, 2.9781, 0.7021], [2.2110, 1.8058, 1.4092]],
  "atomic_forces_ev_per_a": [[0.315, -1.748, -1.746], [-0.319, 2.923, 4.813], [0.880, 1.644, 0.046], [0.158, -0.605, -1.781], [1.003, -3.835, 0.361], [-1.284, -1.123, 2.467], [0.372, 1.344, 1.143], [-1.614, -1.315, -2.441], [-1.908, -0.322, 3.467], [1.043, -0.674, 1.043], [3.710, 1.235, -1.422], [0.018, 3.065, 2.732], [-0.663, -1.038, -1.115], [-0.995, -0.534, 0.927], [-0.371, 0.833, -0.419], [-0.479, 0.612, -1.643], [-0.520, -0.338, -0.692], [0.560, -0.451, -0.209], [-0.583, -0.683, -1.259], [-0.537, 0.988, -0.744], [-0.193, -0.721, -0.141], [0.280, -0.163, 0.969], [0.789, 1.691, -2.001], [0.660, -0.921, -0.600], [-1.442, 0.347, 0.327], [0.187, 0.711, -1.528], [0.413, -0.660, -0.765], [0.519, -0.261, 0.212]],
  "nbo_charge": [-0.241, -0.171, -0.138, -0.217, -0.054, -0.146, -0.328, -0.204, -0.110, -0.606, 0.396, -0.839, -0.421, 0.502, 0.240, 0.246, 0.225, 0.220, 0.229, 0.183, 0.232, 0.222, 0.234, 0.242, 0.237, 0.265, 0.406, 0.397],
  "multiplicity": 1,
  "relative_energy_kcal_mol": 60.7,
  "e_lumo_ev": -4.086,
  "homo_lumo_gap_ev": 7.451,
  "e_homo_ha": -0.4240,
  "charge": 1
}

---

Record 3
{
  "formula": "C13H48N4O11",
  "method": "the ωB97M-V functional and the def2-TZVPD basis",
  "elements": ["N", "C", "N", "O", "H", "H", "H", "H", "N", "C", "N", "O", "H", "H", "H", "H", "C", "C", "O", "H", "H", "H", "H", "H", "H", "C", "C", "O", "H", "H", "H", "H", "H", "H", "C", "O", "H", "H", "H", "H", "C", "O", "H", "H", "H", "H", "C", "O", "H", "H", "H", "H", "C", "O", "H", "H", "H", "H", "C", "O", "H", "H", "H", "H", "C", "O", "H", "H", "H", "H", "C", "O", "H", "H", "H", "H"],
  "xyz": [[0.3446, -0.4181, 1.2321], [-0.4394, -0.6101, 0.2081], [0.1246, -0.7851, -0.8909], [-1.7784, -0.4181, 0.4101], [-0.2024, -0.5081, 2.1041], [1.3186, -0.7551, 1.3241], [-0.4784, -0.8211, -1.7139], [1.0226, -1.1341, -1.0429], [0.9706, 2.0449, -1.3429], [1.1926, 2.8969, -0.3699], [1.2396, 2.3039, 0.8071], [1.2956, 4.2849, -0.4799], [0.9816, 2.4349, -2.3159], [0.9826, 1.0339, -1.1729], [1.3296, 2.9849, 1.6051], [0.9786, 1.3399, 0.8041], [-0.7194, -2.2881, -4.4929], [-0.7034, -0.7981, -4.7569], [-0.7174, -0.2101, -3.4459], [0.1296, -2.5541, -3.8279], [-0.4704, -2.7241, -5.4729], [-1.6094, -2.8411, -4.2759], [-1.4584, -0.3671, -5.4509], [0.2116, -0.4631, -5.2009], [-0.9294, 0.6649, -3.5329], [2.9726, -1.7231, 3.8041], [3.4766, -2.1191, 2.4411], [3.0596, -1.1821, 1.4301], [1.9316, -1.3991, 3.7231], [3.5116, -0.9511, 4.2171], [3.0246, -2.5061, 4.5591], [2.9836, -3.0931, 2.1591], [4.5856, -2.3911, 2.4511], [3.4786, -0.2581, 1.3921], [2.7986, -1.8731, -3.1709], [2.9646, -1.9851, -1.8429], [2.1166, -1.1811, -3.4459], [2.4696, -2.9131, -3.4869], [3.6536, -1.4911, -3.6779], [3.7686, -1.4991, -1.6839], [-2.4224, 2.8939, -1.1829], [-1.6474, 1.7749, -1.5809], [-1.9334, 3.4809, -0.4669], [-3.2544, 2.4499, -0.6719], [-2.7334, 3.4719, -2.0749], [-0.7264, 1.9929, -1.4729], [-3.4504, -1.2701, -2.0639], [-3.6984, 0.0699, -1.8369], [-2.6164, -1.5121, -1.4039], [-3.0274, -1.4761, -3.0099], [-4.1634, -2.0861, -1.9319], [-2.8344, 0.5809, -1.8589], [-4.4574, -0.3431, 3.6541], [-4.0894, 0.4099, 2.4411], [-4.5094, -1.4351, 3.3731], [-5.4004, 0.0259, 3.8351], [-3.7774, -0.1811, 4.4481], [-3.5044, -0.1031, 1.8661], [3.9996, 1.2709, -1.5209], [4.7416, 0.4509, -0.6059], [3.7116, 2.1489, -0.9549], [3.0886, 0.7549, -1.8259], [4.4776, 1.6999, -2.3489], [5.2746, -0.2361, -1.1009], [-1.0444, -0.9431, 4.8021], [-1.5454, -0.8681, 3.5151], [-0.0974, -1.4091, 4.7671], [-1.7264, -1.6311, 5.3141], [-1.0614, 0.0679, 5.2041], [-1.9414, -0.0201, 3.3861], [-1.8244, 2.5469, 2.2381], [-0.8624, 1.8839, 2.9381], [-2.5604, 2.9159, 2.9231], [-2.3094, 1.9139, 1.4861], [-1.4084, 3.3989, 1.7091], [-0.0774, 1.5789, 2.4391]],
  "atomic_forces_ev_per_a": [[1.631, -0.115, 4.388], [-8.890, 1.770, 4.643], [-0.201, -0.703, -6.624], [5.706, -1.076, -1.307], [0.240, 0.046, -0.245], [-0.563, -0.125, -0.548], [0.175, 0.001, 0.094], [1.824, -0.793, 0.280], [0.131, 0.038, -3.974], [0.594, 8.153, 0.832], [0.953, 2.296, 1.850], [-0.410, -7.191, -0.011], [0.186, -0.795, 1.471], [-0.081, 0.559, -0.429], [-0.270, -1.599, -1.062], [-0.168, -0.650, 1.151], [1.702, -0.481, -2.102], [-0.630, 0.145, 1.022], [0.501, -2.785, -0.316], [-0.779, 0.147, -0.207], [0.316, -0.176, 0.115], [-0.796, 0.498, 0.809], [-0.225, -0.615, 0.796], [0.955, -0.374, -0.496], [-1.108, 3.666, 0.077], [-1.233, -1.184, -0.390], [0.424, -1.397, -0.240], [0.867, 1.295, -0.276], [0.043, -0.118, 0.036], [1.325, 2.103, 0.774], [-0.036, -0.395, -0.271], [0.342, 1.073, -0.009], [-1.208, 0.894, -0.240], [-0.220, -2.257, 0.535], [0.236, -3.600, -2.200], [0.659, 0.462, 2.982], [-3.066, 2.171, -0.710], [0.512, 1.361, -0.577], [1.256, -0.451, -0.617], [0.142, 0.094, 1.177], [-0.979, -0.815, -1.237], [-0.358, 0.117, -0.632], [0.998, 1.090, 0.764], [-0.899, 0.124, 0.039], [0.038, -0.102, 0.612], [0.407, -0.001, 0.119], [2.277, -0.975, 0.916], [-0.735, 1.323, -0.412], [-0.034, -0.622, 0.374], [0.229, 0.086, -1.721], [-1.038, 1.015, 0.469], [-1.174, -1.189, 0.285], [1.219, -1.357, -3.665], [0.094, -0.381, 1.082], [0.035, 1.028, 0.649], [-2.141, 0.577, 0.970], [0.624, 0.161, 0.884], [0.061, -0.148, 0.048], [-1.106, -0.277, 1.758], [1.068, -0.978, -1.363], [-0.261, 0.010, 0.335], [0.099, -0.015, -0.181], [1.366, -0.054, -1.354], [-0.777, 1.358, 0.835], [-1.655, -0.002, 0.458], [0.344, -0.886, -1.803], [1.331, -0.201, 0.262], [0.232, 0.274, 0.776], [0.453, -0.210, 0.688], [-0.331, 0.987, -0.416], [-0.679, 0.660, -2.165], [2.159, -1.485, 1.914], [-0.430, 0.062, 0.434], [-0.042, 0.016, 0.203], [0.123, 0.451, -0.135], [-1.357, 0.467, 0.032]],
  "lowdin_charge": [0.144, -0.620, 0.212, -0.062, 0.098, 0.087, 0.097, 0.086, 0.128, -0.605, 0.171, -0.129, 0.174, 0.087, 0.165, 0.045, -0.072, -0.258, -0.102, 0.069, 0.080, 0.065, 0.133, 0.094, 0.027, -0.084, -0.285, -0.148, 0.059, 0.044, 0.086, 0.128, 0.131, 0.127, -0.201, -0.086, 0.024, 0.121, 0.087, 0.048, -0.095, -0.163, 0.051, 0.082, 0.101, -0.004, -0.206, -0.119, 0.052, 0.029, 0.086, 0.042, -0.096, -0.141, 0.109, 0.047, 0.047, 0.039, -0.131, -0.127, 0.078, 0.053, 0.071, 0.108, -0.141, -0.153, 0.048, 0.087, 0.096, 0.021, -0.183, -0.121, 0.087, 0.061, 0.071, 0.052],
  "multiplicity": 1,
  "relative_energy_kcal_mol": 44.3,
  "e_lumo_ev": -0.082,
  "homo_lumo_gap_ev": 8.517,
  "e_homo_ha": -0.3160,
  "charge": 0
}

---

Record 4
{
  "formula": "C5H8N2",
  "method": "the ωB97M-V functional and the def2-TZVPD basis",
  "elements": ["C", "C", "C", "N", "C", "N", "C", "H", "H", "H", "H", "H", "H", "H", "H"],
  "xyz": [[1.4003, 2.1292, -0.1435], [0.6039, 1.0164, -0.1014], [0.4580, 0.2043, -1.3007], [-0.1439, -0.9029, -1.0415], [-0.3993, -1.0287, 0.4288], [-1.7643, -1.5331, 0.6039], [-0.1569, 0.3594, 0.8834], [1.8966, 2.4072, -1.0610], [1.5495, 2.6981, 0.7668], [0.3629, -1.7438, 0.7504], [0.8233, 0.4341, -2.2997], [-0.4543, -1.6163, -1.6876], [-1.7643, -2.2554, 1.3074], [-2.3202, -0.7511, 0.9539], [-0.0913, 0.5828, 1.9408]],
  "atomic_forces_ev_per_a": [[-0.021, 0.070, 0.106], [0.052, -0.091, -0.346], [0.295, 0.264, -0.017], [0.058, -0.178, 0.247], [-1.272, 0.346, -0.449], [0.545, 0.062, 0.327], [0.390, -0.010, 0.076], [-0.015, 0.166, 0.037], [0.146, 0.111, -0.244], [-0.173, -0.467, 0.275], [-0.146, 0.089, 0.165], [0.162, 0.144, 0.004], [-0.167, -0.198, 0.085], [0.123, -0.276, -0.179], [0.023, -0.032, -0.087]],
  "nbo_charge": [-0.525, -0.123, 0.240, -0.456, 0.083, -0.848, -0.520, 0.187, 0.198, 0.175, 0.214, 0.424, 0.361, 0.378, 0.212],
  "multiplicity": 1,
  "relative_energy_kcal_mol": 70.1,
  "e_lumo_ev": [0.140, 0.189],
  "homo_lumo_gap_ev": [6.154, 6.159],
  "e_homo_ha": [-0.2210, -0.2194],
  "charge": 0
}

---

- What is the charge in the fourth record?
  0

---

- What is the charge in the second record?
  +1